A 10-piece molecular cluster, H19O10 overall in a non-equilibrium geometry, computed with ωB97M-V/def2-TZVPD.

```
29
Properties=species:S:1:pos:R:3
O 2.152 0.676 -2.929
O 1.710 0.963 1.353
O -2.233 -2.012 -0.625
O -1.298 2.262 0.731
O -3.552 0.195 0.199
O 1.088 -2.061 1.634
O -0.939 -0.289 2.621
O 0.954 -2.133 -1.483
O -0.157 -0.194 0.113
O 1.087 2.851 -0.929
H 1.646 2.885 -1.656
H -0.670 -0.248 1.617
H -1.466 -1.660 -0.230
H -3.500 -0.772 0.073
H -0.129 -0.006 3.013
H 0.618 -1.352 -1.004
H 2.524 0.769 0.916
H 0.171 0.223 -0.721
H -2.683 0.551 0.035
H 0.980 0.494 0.786
H 0.762 -1.316 1.093
H 0.452 -2.220 2.338
H -1.940 -2.606 -1.287
H 1.288 0.538 -3.280
H -0.496 2.439 0.226
H 1.693 3.143 -0.248
H 2.185 0.564 -1.983
H 0.931 -3.025 -1.163
H -1.169 1.330 0.796
```

Summary:
- Kohn-Sham gap: 0.357 hartree
- Total energy: -20785.1008 eV
- Total charge: -1
- LUMO: 2.84 eV

A 9-piece molecular cluster, C32H54Cl12F16O2 overall in a non-equilibrium geometry, computed with ωB97M-V/def2-TZVPD.

```
116
Properties=species:S:1:pos:R:3
Cl 0.096 1.088 0.365
Cl 2.873 4.372 0.726
Cl 4.280 2.133 1.920
Cl -3.568 -1.297 -5.591
Cl 5.112 3.146 -0.722
Cl 2.058 0.146 -1.566
Cl -5.419 -1.396 0.476
Cl -4.609 -4.056 -0.363
Cl 1.358 -1.536 0.721
Cl -1.888 -1.324 -3.215
Cl -2.553 -2.003 0.109
Cl -4.839 -1.043 -2.980
F -0.089 2.674 -4.630
F 1.373 -1.874 -5.065
F 3.774 0.325 -7.702
F 4.937 -2.362 -8.246
F 3.022 0.232 -9.700
F 0.072 4.945 -2.976
F 5.650 -0.899 -9.715
F -4.328 1.906 -2.483
F -0.217 -0.139 -6.160
F -4.351 3.855 -1.696
F 1.354 1.254 -6.601
F 3.210 -0.862 -5.513
F -5.245 1.777 0.149
F -0.421 1.403 -2.835
F 1.666 3.515 -2.484
F -3.266 0.986 -0.025
O -2.376 2.945 -1.872
O 2.437 -1.301 -8.273
C -1.607 -1.933 4.669
C -3.413 -3.709 4.364
C -1.587 3.031 5.506
C 0.312 3.665 -2.525
C 1.856 -0.687 -5.389
C 3.489 -0.424 -8.719
C -0.516 2.649 -3.354
C -1.988 3.021 -3.255
C 5.969 -1.388 0.995
C -5.177 -5.455 3.639
C 1.072 -0.052 -6.505
C 5.133 -0.986 -0.237
C -4.170 3.210 5.608
C 3.762 2.909 0.379
C 5.807 -2.570 3.206
C 6.067 -0.821 -1.490
C -2.804 3.813 6.058
C -3.494 -1.725 -3.879
C -3.808 2.675 -1.594
C -1.187 3.272 4.006
C 5.084 -1.629 2.222
C -0.150 -1.563 4.407
C -3.674 -5.020 3.710
C 4.575 -1.440 -9.204
C -5.243 4.164 5.918
C 1.139 -0.812 -7.848
C -3.989 2.071 -0.153
C 5.282 -0.165 -2.648
C -1.925 -3.301 4.074
C 0.747 -0.387 -0.473
C -0.222 2.280 3.461
C -4.130 -2.620 0.607
H -2.588 2.424 -3.941
H -4.349 2.279 6.145
H 4.106 -2.082 -9.949
H -5.326 -6.518 3.456
H 4.703 -0.698 2.640
H -5.069 5.141 5.468
H -5.669 -5.239 4.588
H -5.746 -4.910 2.886
H 4.644 -0.027 -0.064
H 5.970 -3.513 2.686
H 4.417 -0.810 -2.800
H -1.741 1.964 5.666
H -6.272 3.938 5.638
H 4.307 -1.674 -0.413
H -1.702 -2.128 5.737
H -4.115 2.962 4.548
H -0.097 -0.777 -1.043
H -1.183 -4.039 4.378
H 5.848 -0.115 -3.578
H 1.637 -0.198 -4.440
H 4.158 -2.070 1.853
H 0.145 2.650 2.504
H -2.784 4.869 5.786
H 0.611 -1.766 -7.820
H -4.022 -2.899 3.961
H 6.632 -0.540 1.169
H 6.347 -1.836 -1.773
H 0.432 -2.173 5.097
H 5.196 -2.820 4.074
H 6.945 -0.249 -1.191
H -0.654 3.263 6.018
H -2.151 3.166 3.509
H 6.780 -2.174 3.497
H -3.074 -5.719 4.293
H -1.763 -3.242 2.998
H 0.671 -0.326 -8.704
H 4.911 0.843 -2.468
H -0.767 4.276 3.949
H 0.680 2.208 4.069
H 0.063 -0.504 4.551
H -3.566 2.707 0.625
H 0.066 -1.710 3.349
H -3.539 -2.814 -3.841
H -0.630 1.271 3.531
H 3.029 2.261 -0.102
H -2.644 3.773 7.136
H -2.338 -1.180 4.376
H -3.612 -3.814 5.431
H -5.312 4.398 6.980
H -3.291 -4.989 2.690
H 6.558 -2.261 0.713
H -2.121 4.044 -3.607
H -0.012 3.698 -1.485
H -4.031 -3.004 1.622
```

Summary:
- Kohn-Sham gap: 0.395 hartree
- Total energy: -231902.1296 eV
- SMILES: FC(F)C(F)(F)COC(F)(F)C(F)F.FC(F)C(F)(F)COC(F)(F)C(F)F.ClC(Cl)Cl.ClC(Cl)Cl.ClC(Cl)Cl.ClC(Cl)Cl.CCCCCC.CCCCCC.CCCCCC
- LUMO: 0.32 eV

C36H50N6O3P2SSr as an isolated structure in a non-equilibrium geometry, computed with ωB97M-V/def2-TZVPD.

```
99
Properties=species:S:1:pos:R:3
Sr 0.949 0.133 -0.034
S 3.189 1.282 -0.848
P 0.166 -2.621 -0.728
P 0.799 1.770 2.234
O 3.086 -0.083 -0.334
O 0.604 1.411 -3.361
O 3.733 2.234 0.071
N -3.424 1.640 -0.192
N 1.748 1.703 -1.407
N -0.335 -1.045 1.858
N -1.325 1.168 -0.374
N -2.912 2.339 -1.220
N -2.473 0.951 0.306
C -0.390 -2.411 2.004
C -3.014 0.089 4.159
C 3.288 1.082 -4.708
C -0.482 -3.023 3.284
C 0.373 3.600 2.149
C 2.235 1.639 3.424
C -2.166 -4.121 -1.519
C -2.111 -1.655 -1.974
C 1.173 -5.054 -2.054
C 1.868 1.778 4.899
C 1.655 1.449 -2.731
C 3.000 1.223 -3.364
C 0.825 4.489 3.306
C -2.546 1.337 4.564
C -0.554 -4.384 3.456
C 4.012 1.178 -2.419
C 4.617 0.916 -5.078
C -0.273 -3.304 0.898
C 2.594 -3.917 -0.292
C -1.277 -2.938 -1.888
C -1.612 2.040 -1.315
C -4.260 2.395 -3.316
C -5.123 1.200 -2.915
C -3.740 3.157 -2.082
C 0.944 4.163 0.841
C 5.626 0.880 -4.121
C 2.917 0.286 3.189
C -3.117 1.968 -4.235
C 5.333 1.002 -2.767
C -0.529 -5.239 2.355
C -1.370 1.803 4.013
C -2.289 -0.678 3.278
C 1.539 -3.728 -1.387
C -0.369 -4.686 1.103
C -0.617 1.044 3.114
C -1.041 -0.262 2.753
H -0.826 -3.118 -2.870
H -0.927 2.406 -2.063
H -2.479 -1.381 -0.983
H -0.720 3.620 2.088
H -1.027 2.794 4.285
H 2.826 -2.964 0.192
H 6.654 0.749 -4.433
H -4.579 3.500 -1.477
H 2.240 -4.601 0.477
H 0.647 5.207 0.708
H 0.830 -5.795 -1.333
H 2.060 -5.463 -2.544
H -2.464 1.239 -3.751
H -3.970 -0.274 4.519
H -2.689 -1.626 2.944
H -2.567 -3.998 -0.513
H 3.789 0.183 3.839
H -2.509 2.825 -4.534
H 1.433 2.749 5.131
H 2.765 1.656 5.512
H 3.515 -4.322 -0.716
H -3.103 1.936 5.273
H -4.888 3.111 -3.856
H 4.874 0.817 -6.124
H -0.492 -2.379 4.153
H 3.260 0.188 2.162
H 0.404 -4.927 -2.816
H 1.151 1.007 5.183
H 1.990 -3.098 -2.162
H -4.550 0.480 -2.329
H 0.553 5.526 3.091
H -3.515 1.504 -5.138
H 2.224 -0.533 3.405
H -1.628 -5.068 -1.560
H -5.494 0.692 -3.805
H 0.362 4.216 4.253
H 0.600 3.594 -0.020
H -3.004 -4.180 -2.218
H 2.488 1.115 -5.436
H -2.967 -1.803 -2.637
H -0.308 -5.352 0.255
H 1.909 4.452 3.424
H -1.507 -0.830 -2.361
H 2.035 4.122 0.847
H 2.931 2.435 3.140
H -3.152 4.017 -2.399
H -0.608 -6.311 2.478
H -5.979 1.515 -2.316
H -0.622 -4.794 4.457
H 6.112 0.963 -2.017
```

Summary:
- Kohn-Sham gap: 0.220 hartree
- Total energy: -83476.2510 eV
- LUMO: -0.09 eV

C2H4OSi as an isolated structure in a non-equilibrium geometry, computed with ωB97M-V/def2-TZVPD.

```
8
Properties=species:S:1:pos:R:3
Si 1.536 -0.002 -0.121
O -1.751 -0.625 -0.740
C -0.800 0.459 -0.115
C -1.936 0.090 0.414
H 1.721 -1.041 -1.217
H -2.700 0.203 1.120
H 2.192 -0.597 1.155
H 1.738 1.513 -0.497
```

Summary:
- Kohn-Sham gap (alpha / beta): 0.272 / 0.272 hartree
- Total energy: -12057.4302 eV
- LUMO (alpha / beta): -0.25 / -0.25 eV

Look up the total energy of the first one.
-20785.1008 eV